Computed, not measured: a structure of composition C29H26Cl2F2GeMnN2O2, with wB97M-V/def2-TZVPD.

Geometry (Å):
Mn -0.36137 -1.04651 -0.74341
F 4.22024 -2.36997 -3.25020
C 3.46108 -2.38904 -2.13802
C 2.18126 -1.87464 -2.18644
C 1.39351 -1.88283 -1.04187
C 1.92045 -2.42953 0.14454
C 3.21792 -2.92739 0.13774
F 3.76780 -3.43079 1.26831
C 4.01406 -2.92254 -0.98767
C 1.04347 -2.34846 1.32254
C 1.29925 -2.84527 2.59724
C 0.35242 -2.67630 3.59330
C -0.83116 -2.00951 3.31927
C -1.02061 -1.52415 2.04216
N -0.11319 -1.69156 1.07834
H 1.82263 -1.46003 -3.12102
H 5.01944 -3.31613 -0.96622
H 2.22383 -3.35878 2.80128
H 0.54404 -3.06488 4.58523
H -1.58730 -1.85392 4.07470
H -1.90293 -0.96762 1.75702
C -4.23538 -2.13570 -2.34322
Ge -2.38699 -1.86019 -2.91636
C -1.98762 -2.94923 -4.49074
C -2.11909 0.03028 -3.35413
C -1.20865 -2.42705 -1.44670
H -4.92590 -1.82581 -3.12875
H -4.43747 -1.54605 -1.44908
H -4.41746 -3.18605 -2.11625
H -2.59522 -2.62670 -5.33721
H -2.19919 -4.00023 -4.29329
H -0.93633 -2.85553 -4.76300
H -2.61490 0.24449 -4.30190
H -1.06348 0.28454 -3.45992
H -2.55514 0.66268 -2.58132
H -1.11901 -3.49405 -1.24390
Cl 0.98084 1.28793 3.24095
C 1.89059 1.61020 1.79536
C 2.70817 0.60400 1.31516
C 3.48244 0.80966 0.18702
C 3.44797 2.04137 -0.44214
C 2.62801 3.03666 0.05280
Cl 2.60319 4.57455 -0.77004
C 1.80778 2.86231 1.17492
N 1.02787 3.90196 1.67616
C -0.35956 3.73723 2.00744
C -0.77544 4.15317 3.26731
C -2.09755 4.02905 3.65183
C -3.01766 3.47254 2.77167
C -2.60774 3.07432 1.51174
C -1.28310 3.21464 1.10235
C -0.89530 2.82754 -0.30331
C -0.70637 1.34392 -0.49819
O -1.58723 0.53142 -0.08641
O 0.30268 0.89363 -1.11739
H 2.74343 -0.33399 1.85203
H 4.10608 0.01328 -0.19673
H 4.03770 2.23492 -1.32701
H 1.22928 4.78588 1.23250
H -0.03132 4.55270 3.94384
H -2.40765 4.35500 4.63603
H -4.05343 3.35786 3.06384
H -3.32354 2.65235 0.81704
H -0.00183 3.34362 -0.64300
H -1.71131 3.10670 -0.97684

Forces on atoms 1 to 3 (eV/Å):
-0.219 0.525 -0.152
0.005 -0.006 0.006
-0.013 0.004 0.019

Summary:
- LUMO energy (alpha / beta): -0.06 / -0.30 eV
- Kohn-Sham gap (alpha / beta): 8.174 / 7.894 eV
- <S²>: 1.192
- E_tot: -5728.690784 hartree
- Spin multiplicity: 2

***

Computed, not measured: an isolated molecule of C19H17ClFO6PS in a non-equilibrium geometry, with wB97M-V/def2-TZVPD.

Geometry (Å):
C -2.31149 1.09083 -2.08933
C -1.07798 1.69879 -2.70642
O -0.56756 2.73755 -2.39551
O -0.49442 0.91438 -3.71129
C 0.87805 1.16001 -3.79183
O 1.28255 1.94506 -4.60093
C 1.82507 0.38332 -2.88843
C 1.23416 -0.03383 -1.54124
C 1.26848 0.92766 -0.54683
C 0.78731 0.69325 0.71445
C 0.27830 -0.58463 0.97873
C 0.23027 -1.53568 0.00576
C 0.68549 -1.29854 -1.28477
C 0.59938 -2.35611 -2.37475
C -0.87393 -2.92336 -2.44384
C -1.53962 -2.72424 -3.80623
F -2.04776 -1.43773 -3.93403
C -0.21288 -0.85520 2.37607
O -0.92255 -1.80442 2.61283
C 0.19703 0.09792 3.47630
P 0.02226 -0.58650 5.18826
S 0.87090 -2.32940 5.32961
C 0.64887 1.32691 3.23913
C 1.03989 2.35438 4.27677
C -0.08579 2.67254 5.26704
O -1.22134 2.61590 4.90778
Cl 0.26955 3.08919 6.96402
C 0.79350 1.74820 1.79006
O 0.88888 2.91263 1.47044
H -3.14164 1.25044 -2.78891
H -2.49668 1.54868 -1.11526
H -2.19966 0.01523 -1.92063
H 2.69971 1.00779 -2.68257
H 2.18946 -0.50468 -3.41569
H 1.67563 1.91672 -0.75839
H -0.18010 -2.52166 0.22129
H 1.31744 -3.17334 -2.25327
H 0.77523 -1.89442 -3.35145
H -1.49430 -2.37718 -1.72404
H -0.89535 -4.00183 -2.24650
H -0.87713 -2.93851 -4.65445
H -2.40435 -3.39912 -3.88631
H 0.72220 0.30532 6.03467
H -1.34131 -0.56345 5.56800
H 1.99621 2.13700 4.76812
H 1.21002 3.29412 3.72355

Forces on atoms 1 to 3 (eV/Å):
0.125 -0.163 -0.166
0.407 0.005 0.118
-0.306 -0.353 0.111

Summary:
- LUMO energy: -1.68 eV
- Kohn-Sham gap: 7.127 eV
- E_tot: -2485.266674 hartree
- Spin multiplicity: 1

***

Computed, not measured: a structure of composition C28H30ClN3O6S4Sn in a non-equilibrium geometry, with wB97M-V/def2-TZVPD.

Geometry (Å):
Sn -0.36130 -0.07730 0.14400
S -1.61920 1.12490 2.08200
C -3.04890 0.73180 1.20310
C -4.30940 1.23180 1.55330
C -5.40270 0.84890 0.81310
C -5.22950 -0.04340 -0.24430
C -3.95140 -0.47120 -0.54210
N -2.88920 -0.07970 0.14700
H -4.38530 1.90360 2.39210
H -6.38600 1.23650 1.03780
H -6.06940 -0.39780 -0.81780
H -3.75610 -1.15760 -1.35530
O -0.39260 -4.51680 0.12080
Cl -0.89650 -3.21200 -0.02300
O -2.28510 -3.19410 -0.19860
O -0.53950 -2.45240 1.15520
O -0.26410 -2.56490 -1.13710
O 1.94220 -0.51400 -1.40910
S 2.05370 -1.17250 -2.72440
C 0.82550 -0.28420 -3.77780
C 0.93770 1.21400 -3.58600
C -0.35880 1.94820 -3.92310
C -0.32280 3.38970 -3.45390
S -0.60940 3.51190 -1.59390
O -0.84880 2.12030 -1.14670
C 1.09200 3.91130 -1.10430
C 1.71450 3.14770 -0.13720
C 2.98350 3.48350 0.30290
C 3.61770 4.60200 -0.21220
C 2.97800 5.38070 -1.16630
C 1.70960 5.04640 -1.60890
C 3.54880 -0.38470 -3.42920
C 4.12750 0.68100 -2.76290
C 5.28680 1.25300 -3.25770
C 5.87110 0.74380 -4.40600
C 5.29660 -0.33330 -5.06210
C 4.13260 -0.90290 -4.57310
H -0.12970 -0.65860 -3.40420
H 0.98310 -0.61070 -4.80290
H 1.76120 1.61160 -4.18790
H 1.16180 1.39390 -2.53010
H -1.19620 1.44280 -3.43440
H -0.53010 1.92830 -5.00190
H -1.13940 3.96630 -3.88920
H 0.62560 3.86220 -3.69580
H 1.20480 2.29540 0.28940
H 3.44540 2.87370 1.06380
H 4.60200 4.88120 0.13660
H 3.46220 6.26210 -1.55850
H 1.20790 5.66980 -2.33540
H 3.66560 1.05080 -1.85890
H 5.73340 2.09350 -2.74800
H 6.78060 1.18240 -4.78780
H 5.75920 -0.72920 -5.95340
H 3.68420 -1.74800 -5.07300
N 4.05180 -1.38800 0.50780
C 2.83190 -1.43230 1.05990
S 2.13390 -0.00060 1.60260
N 2.24770 -2.60650 1.29510
C 2.52310 -3.84570 0.68370
C 2.90420 -3.94470 -0.64940
C 3.08980 -5.19030 -1.22170
C 2.91380 -6.34040 -0.47220
C 2.53690 -6.24100 0.85730
C 2.33750 -5.00170 1.43380
H 4.47260 -0.48830 0.37340
H 4.54790 -2.22780 0.26090
H 1.34610 -2.55730 1.76310
H 2.99970 -3.05490 -1.25380
H 3.36120 -5.25870 -2.26580
H 3.05860 -7.30950 -0.92540
H 2.38920 -7.13440 1.44430
H 2.02270 -4.91960 2.46200

Forces on atoms 1 to 3 (eV/Å):
-0.383 0.047 0.100
0.676 0.114 0.468
-0.249 0.019 -0.276

Summary:
- LUMO energy: 0.27 eV
- Kohn-Sham gap: 7.520 eV
- E_tot: -3967.697005 hartree
- Spin multiplicity: 1

***

Computed, not measured: a cluster of 2 separate species, C10H7Br in total in a non-equilibrium geometry, with wB97M-V/def2-TZVPD.

Geometry (Å):
C -0.97328 2.40435 0.21832
C -2.39223 2.53217 0.31576
C -0.40331 1.13576 0.04288
C -3.18719 1.44195 0.32556
C -1.24477 0.04588 -0.01528
C -2.59661 0.16297 0.11719
C 1.81937 -3.26693 0.29233
C 1.79819 -1.88207 0.61487
C 0.47643 -3.18117 -0.37854
C 0.92275 -1.86672 -0.54490
Br -3.84020 -1.29685 -0.11413
H -0.38250 3.25609 -0.08395
H -2.70839 3.53621 0.58065
H 0.68301 0.95123 0.13531
H -4.28854 1.47154 0.34315
H 2.60908 -3.71708 -0.23100
H 2.44141 -1.20196 1.04687
H -0.12526 -3.86983 -0.77348

Forces on atoms 1 to 3 (eV/Å):
-0.917 -0.970 -1.450
2.471 1.307 0.888
0.649 -0.144 0.883

Summary:
- LUMO energy (alpha / beta): -0.35 / -0.97 eV
- Relative energy (zero: lowest compared OMol25 entry of this formula, charge and spin): 98.70 kcal per mole
- Kohn-Sham gap (alpha / beta): 8.481 / 7.272 eV
- E_tot: -2958.931777 hartree
- Spin multiplicity: 1

***

Which value of E_tot does entry 2 give? -2485.266674 hartree

***

Which formula does entry 3 have? C28H30ClN3O6S4Sn